# 1
Computed, not measured: a structure of composition C23H28MoN6O5S, with ωB97M-V/def2-TZVPD.

Atoms and positions in Å:
Mo1 -0.74 1.17 0.61
C1 -1.44 -2.06 -2.19
C2 -0.90 -1.33 -1.14
N1 -1.32 -0.07 -0.90
C3 -2.24 0.51 -1.73
C4 -2.81 -0.16 -2.81
C5 -2.39 -1.50 -3.02
C6 -3.73 0.55 -3.65
C7 -4.02 1.86 -3.41
C8 -3.40 2.56 -2.32
C9 -3.59 3.94 -2.05
C10 -2.90 4.54 -1.00
C11 -2.05 3.80 -0.22
N2 -1.86 2.47 -0.45
C12 -2.53 1.87 -1.49
H1 -1.08 -3.07 -2.36
H2 -0.11 -1.73 -0.50
H3 -2.80 -2.07 -3.84
H4 -4.18 0.03 -4.48
H5 -4.70 2.40 -4.06
H6 -4.25 4.53 -2.67
H7 -3.02 5.60 -0.79
H8 -1.49 4.25 0.60
C13 2.53 -4.74 -1.24
C14 3.42 -3.98 -0.26
S1 3.11 -2.25 -0.36
O1 1.87 -1.92 0.36
O2 3.18 -1.78 -1.73
C15 4.44 -1.47 0.54
C16 4.60 0.00 0.14
N3 3.29 0.65 -0.19
C17 2.31 0.84 0.69
N4 1.17 1.16 0.01
C18 1.48 1.20 -1.36
C19 2.77 0.87 -1.46
N5 3.50 0.80 -2.73
O3 2.78 0.88 -3.70
O4 4.70 0.86 -2.69
C20 2.42 0.68 2.15
H9 2.78 -5.80 -1.19
H10 2.68 -4.40 -2.26
H11 1.47 -4.64 -0.98
H12 4.48 -4.11 -0.50
H13 3.25 -4.27 0.77
H14 5.37 -1.98 0.30
H15 4.24 -1.61 1.60
H16 5.20 0.10 -0.75
H17 5.08 0.57 0.94
H18 0.79 1.42 -2.14
H19 3.28 1.21 2.55
H20 2.49 -0.38 2.41
H21 1.54 1.10 2.65
C21 -3.89 0.69 3.74
N6 -2.56 0.25 4.24
C22 -2.53 -0.26 5.64
C23 -1.49 0.29 3.56
O5 -1.45 0.76 2.31
H22 -4.41 1.15 4.58
H23 -4.43 -0.20 3.42
H24 -3.77 1.40 2.94
H25 -3.30 -1.03 5.72
H26 -2.76 0.57 6.30
H27 -1.56 -0.68 5.86
H28 -0.56 -0.05 3.99

Computed properties:
Molar mass in g/mol: 596.52
2S+1: 3
LUMO level (spin up / spin down) in eV: -14.8 / -14.4
Orbital gap (spin up / spin down) in eV: 6.00 / 6.43
Strongest force on any atom in eV/Å: 1.24
HOMO energy (spin up / spin down) in eV: -20.78 / -20.82
Charge: +4

=====

# 2
Computed, not measured: an isolated molecule of C23H28N2O3, with ωB97M-V/def2-TZVPD.

Atoms and positions in Å:
C1 -0.35 -1.03 -5.59
C2 0.14 -1.26 -4.20
C3 0.94 -2.35 -3.90
C4 1.41 -2.59 -2.62
C5 1.08 -1.71 -1.60
N1 1.51 -1.86 -0.28
C6 2.34 -2.79 0.26
O1 2.87 -3.69 -0.36
C7 2.63 -2.60 1.76
N2 1.70 -1.85 2.56
C8 0.40 -2.47 2.65
C9 -0.65 -1.54 3.25
C10 -0.71 -0.30 2.41
C11 -1.89 0.27 1.98
C12 -1.91 1.38 1.14
C13 -0.69 1.93 0.73
C14 0.49 1.35 1.17
C15 0.50 0.24 1.99
C16 1.78 -0.39 2.47
C17 2.17 0.19 3.85
O2 -0.59 2.96 -0.20
C18 -1.07 4.22 0.19
C19 -2.52 4.18 0.71
C20 -3.28 3.02 0.06
O3 -3.16 1.82 0.80
C21 0.28 -0.61 -1.89
C22 -0.18 -0.36 -3.17
C23 -1.03 0.84 -3.44
H1 -0.03 -1.84 -6.25
H2 -1.44 -0.97 -5.61
H3 0.04 -0.09 -5.99
H4 1.20 -3.04 -4.69
H5 2.03 -3.44 -2.42
H6 1.14 -1.15 0.34
H7 3.62 -2.15 1.84
H8 2.71 -3.61 2.18
H9 0.50 -3.37 3.28
H10 0.04 -2.81 1.66
H11 -0.37 -1.28 4.27
H12 -1.62 -2.04 3.28
H13 -2.85 -0.15 2.28
H14 1.42 1.79 0.81
H15 2.59 -0.13 1.78
H16 2.35 1.26 3.76
H17 1.38 0.03 4.57
H18 3.07 -0.30 4.21
H19 -0.41 4.66 0.96
H20 -1.01 4.82 -0.71
H21 -3.01 5.13 0.48
H22 -2.54 4.04 1.79
H23 -2.95 2.87 -0.97
H24 -4.36 3.22 0.06
H25 0.02 0.08 -1.10
H26 -1.09 1.47 -2.55
H27 -0.61 1.43 -4.25
H28 -2.04 0.55 -3.72

Computed properties:
Molar mass in g/mol: 380.49
LUMO level in eV: 0.7
Orbital gap in eV: 8.68
Strongest force on any atom in eV/Å: 0.69
HOMO energy in eV: -7.96
SMILES string: Cc1ccc(NC(=O)CN2CCc3cc4c(cc3[C@H]2C)OCCCO4)cc1C

=====

# 3
Computed, not measured: a structure of composition C23H28N3O4STe2V, with ωB97M-V/def2-TZVPD.

Atoms and positions in Å:
V1 -0.24 1.19 -1.46
Te1 0.43 3.70 -0.64
C1 1.19 2.66 1.07
C2 2.13 1.64 0.93
C3 2.51 0.87 2.02
C4 1.96 1.11 3.27
C5 1.04 2.14 3.43
C6 0.66 2.91 2.34
H1 2.55 1.44 -0.05
H2 3.25 0.09 1.89
H3 2.27 0.52 4.13
H4 0.62 2.35 4.40
H5 -0.07 3.70 2.46
C7 1.82 -4.62 5.37
C8 1.27 -3.40 4.65
S1 -0.24 -2.88 5.45
O1 -1.22 -3.93 5.27
O2 0.09 -2.41 6.76
C9 -0.77 -1.48 4.47
C10 -1.47 -1.93 3.19
N1 -1.53 -0.84 2.23
C11 -0.64 -0.66 1.24
N2 -0.88 0.48 0.59
C12 -1.97 1.05 1.18
C13 -2.40 0.24 2.18
N3 -3.49 0.46 3.07
O3 -4.19 1.42 2.84
O4 -3.64 -0.32 4.00
C14 0.50 -1.57 0.97
H6 2.74 -4.96 4.89
H7 1.10 -5.44 5.35
H8 2.04 -4.38 6.41
H9 1.03 -3.62 3.60
H10 1.96 -2.55 4.69
H11 0.12 -0.87 4.27
H12 -1.44 -0.92 5.12
H13 -2.47 -2.29 3.41
H14 -0.92 -2.75 2.72
H15 -2.35 2.01 0.87
H16 1.16 -1.63 1.83
H17 1.05 -1.17 0.12
H18 0.15 -2.58 0.72
C15 0.65 2.30 -4.99
Te2 -1.13 2.42 -3.80
C16 -1.83 0.98 -5.22
C17 -1.09 1.32 -6.49
C18 -1.58 1.01 -7.75
C19 -0.86 1.34 -8.89
C20 0.35 2.00 -8.78
C21 0.85 2.32 -7.52
C22 0.14 1.98 -6.38
H19 1.24 1.49 -4.57
H20 1.21 3.23 -4.94
H21 -2.91 1.04 -5.34
H22 -1.56 -0.02 -4.86
H23 -2.53 0.50 -7.84
H24 -1.26 1.10 -9.87
H25 0.91 2.27 -9.66
H26 1.80 2.84 -7.43
C23 1.03 -0.01 -2.14
H27 0.73 -1.00 -2.53
H28 2.11 0.13 -2.26

Computed properties:
Molar mass in g/mol: 748.71
2S+1: 3
LUMO level (spin up / spin down) in eV: -0.9 / -0.9
Orbital gap (spin up / spin down) in eV: 6.34 / 6.60
Strongest force on any atom in eV/Å: 0.65
HOMO energy (spin up / spin down) in eV: -7.23 / -7.49

=====

# 4
Computed, not measured: an isolated molecule of C23H28N6O4S, with ωB97M-V/def2-TZVPD.

Atoms and positions in Å:
C1 7.04 0.90 1.08
O1 6.40 1.58 0.02
C2 5.05 1.67 -0.07
C3 4.61 2.38 -1.19
C4 3.27 2.58 -1.45
C5 2.33 2.05 -0.58
C6 0.92 2.23 -0.83
N1 0.42 3.04 -1.79
N2 -0.86 2.96 -1.72
N3 -1.14 2.14 -0.74
C7 -2.46 1.73 -0.38
C8 -2.66 0.30 -0.89
O2 -2.02 -0.10 -1.85
N4 -3.54 -0.48 -0.23
C9 -3.69 -1.85 -0.69
C10 -2.61 -2.72 -0.01
O3 -2.86 -3.43 0.94
N5 -1.40 -2.56 -0.56
C11 -0.18 -3.12 -0.01
C12 0.75 -2.00 0.51
C13 2.06 -2.14 -0.28
C14 1.63 -2.81 -1.58
C15 0.61 -3.85 -1.10
C16 -4.26 -0.08 0.96
C17 -5.26 0.99 0.68
C18 -6.17 1.03 -0.34
C19 -6.96 2.20 -0.32
C20 -6.65 3.02 0.71
S1 -5.37 2.40 1.68
N6 -0.07 1.65 -0.15
C21 2.75 1.33 0.54
C22 4.09 1.14 0.82
O4 4.54 0.44 1.92
C23 3.59 -0.06 2.82
H1 8.11 0.99 0.87
H2 6.76 -0.16 1.10
H3 6.81 1.35 2.04
H4 5.37 2.78 -1.85
H5 2.95 3.14 -2.31
H6 -3.17 2.40 -0.88
H7 -2.57 1.81 0.70
H8 -4.68 -2.22 -0.43
H9 -3.56 -1.87 -1.78
H10 -1.29 -1.89 -1.31
H11 -0.50 -3.80 0.79
H12 0.30 -1.03 0.30
H13 0.90 -2.08 1.58
H14 2.75 -2.79 0.25
H15 2.54 -1.18 -0.45
H16 1.15 -2.08 -2.23
H17 2.46 -3.26 -2.12
H18 1.13 -4.70 -0.67
H19 -0.04 -4.21 -1.90
H20 -3.56 0.25 1.74
H21 -4.75 -0.98 1.35
H22 -6.27 0.26 -1.08
H23 -7.73 2.41 -1.04
H24 -7.09 3.97 0.98
H25 1.99 0.94 1.20
H26 2.98 0.74 3.26
H27 4.17 -0.55 3.60
H28 2.93 -0.80 2.35

Computed properties:
Molar mass in g/mol: 484.58
LUMO level in eV: 0.4
Orbital gap in eV: 8.40
Strongest force on any atom in eV/Å: 1.16
HOMO energy in eV: -7.97
SMILES string: COc1ccc(-c2nnn(CC(=O)N(CC(=O)NC3CCCC3)Cc3cccs3)n2)cc1OC